(1)
Molecular formula: C20H51BFNO10P
Method: DFT, wB97M-V/def2-TZVPD

Geometry (Å):
C1 -2.719 -3.297 0.720
C2 -2.337 -3.876 -0.649
N1 -0.911 -4.147 -0.719
B1 0.015 -2.940 -0.859
F1 1.380 -3.428 -0.908
P1 -0.164 -1.909 -2.541
O1 0.250 -0.458 -2.433
H1 -2.519 -2.234 0.727
H2 -3.770 -3.482 0.915
H3 -2.107 -3.794 1.461
H4 -2.876 -4.811 -0.792
H5 -2.691 -3.178 -1.416
H6 -0.702 -4.869 -1.396
H7 -0.074 -2.159 0.067
H8 -1.482 -1.960 -3.077
H9 0.604 -2.587 -3.531
C3 2.306 1.796 -1.040
O2 1.629 3.019 -1.295
C4 0.525 2.872 -2.174
C5 -0.659 3.704 -1.735
O3 -1.294 3.265 -0.545
C6 -0.634 3.435 0.692
C7 -0.537 4.864 1.183
O4 0.392 5.632 0.437
C8 -0.034 6.941 0.148
H10 3.034 1.583 -1.829
H11 2.838 1.909 -0.093
H12 1.613 0.955 -0.962
H13 0.222 1.822 -2.245
H14 0.826 3.211 -3.176
H15 -1.422 3.597 -2.510
H16 -0.404 4.767 -1.682
H17 0.341 2.947 0.701
H18 -1.263 2.899 1.408
H19 -0.198 4.842 2.229
H20 -1.530 5.325 1.157
H21 -1.086 6.964 -0.157
H22 0.569 7.307 -0.682
H23 0.108 7.606 1.009
C9 6.323 -2.528 -0.746
O5 5.877 -3.862 -0.792
C10 4.699 -4.061 -1.570
C11 4.781 -5.324 -2.393
O6 5.724 -5.299 -3.459
C12 7.101 -5.349 -3.157
C13 7.603 -6.681 -2.644
O7 7.169 -6.946 -1.322
C14 6.761 -8.274 -1.093
H24 5.782 -1.955 0.015
H25 7.383 -2.541 -0.487
H26 6.213 -2.031 -1.715
H27 4.526 -3.211 -2.236
H28 3.840 -4.142 -0.896
H29 3.811 -5.438 -2.881
H30 4.925 -6.201 -1.758
H31 7.399 -4.536 -2.492
H32 7.598 -5.181 -4.117
H33 8.702 -6.656 -2.645
H34 7.278 -7.473 -3.329
H35 6.153 -8.655 -1.920
H36 6.151 -8.279 -0.191
H37 7.624 -8.934 -0.941
C15 -6.919 1.561 4.867
O8 -6.910 2.661 3.986
C16 -6.717 3.918 4.604
C17 -5.788 4.809 3.808
O9 -4.435 4.405 3.792
C18 -4.066 3.262 3.032
C19 -4.122 3.439 1.533
O10 -5.460 3.505 1.057
C20 -5.667 4.471 0.053
H38 -7.907 1.426 5.322
H39 -6.678 0.671 4.286
H40 -6.167 1.669 5.654
H41 -6.310 3.797 5.614
H42 -7.691 4.421 4.682
H43 -5.781 5.780 4.313
H44 -6.171 4.975 2.799
H45 -4.623 2.377 3.344
H46 -3.019 3.089 3.288
H47 -3.637 2.577 1.062
H48 -3.561 4.335 1.252
H49 -5.149 5.409 0.284
H50 -6.737 4.673 0.006
H51 -5.332 4.105 -0.923

Forces on atoms 1 to 3 (eV/Å):
C 0.090 -0.267 -0.686
C 0.198 -0.087 0.370
N 0.041 0.400 -0.175

frontier orbital gap	6.55	eV
charge	-1
HOMO energy	-4.164	eV

=====

(2)
Molecular formula: C20H51LiN3NbOSi4Te
Method: DFT, wB97M-V/def2-TZVPD

Geometry (Å):
N1 1.854 0.239 -1.492
C1 2.986 0.101 -0.939
O1 4.038 -0.038 -0.435
Li1 -0.213 0.319 -4.776
Nb1 -0.071 0.029 -2.068
N2 -0.703 -1.214 -3.562
N3 -0.002 1.407 -3.645
C2 -0.321 -2.560 -3.116
C3 1.028 2.471 -3.793
C4 0.228 -3.341 -4.311
C5 -1.532 -3.299 -2.536
C6 0.745 -2.423 -2.054
C7 0.564 3.471 -4.855
C8 1.252 3.213 -2.480
C9 2.320 1.807 -4.250
H1 -0.530 -3.477 -5.089
H2 0.560 -4.331 -3.972
H3 1.089 -2.819 -4.749
H4 -2.068 -2.688 -1.796
H5 -1.186 -4.217 -2.037
H6 -2.232 -3.594 -3.327
H7 1.682 -2.029 -2.464
H8 0.961 -3.399 -1.599
H9 0.376 -1.809 -1.168
H10 0.336 2.971 -5.806
H11 1.372 4.193 -5.037
H12 -0.319 4.031 -4.527
H13 0.333 3.713 -2.147
H14 2.026 3.979 -2.639
H15 1.599 2.536 -1.691
H16 2.718 1.133 -3.483
H17 3.067 2.590 -4.448
H18 2.166 1.237 -5.182
C10 -1.363 1.919 -3.368
H19 -1.855 1.344 -2.541
H20 -1.329 2.975 -3.061
H21 -2.006 1.822 -4.264
C11 -1.767 -1.173 -4.593
H22 -2.213 -2.171 -4.688
H23 -2.573 -0.468 -4.338
H24 -1.358 -0.915 -5.603
C12 3.028 0.458 2.689
Si1 1.426 1.324 3.151
C13 1.423 1.458 5.037
C14 1.360 3.041 2.391
Si2 -0.448 0.111 2.409
Te1 -1.557 0.390 0.125
Si3 0.012 -2.161 2.711
C15 0.575 -2.419 4.492
C16 -1.550 -3.148 2.353
C17 1.385 -2.726 1.547
Si4 -2.203 0.768 3.821
C18 -1.915 0.234 5.607
C19 -2.298 2.650 3.737
C20 -3.822 0.012 3.229
H25 3.706 0.477 3.555
H26 3.525 0.978 1.859
H27 2.890 -0.588 2.393
H28 2.439 1.756 5.339
H29 0.725 2.226 5.394
H30 1.187 0.513 5.542
H31 0.743 3.077 1.485
H32 0.963 3.772 3.110
H33 2.384 3.340 2.125
H34 -0.236 -2.278 5.216
H35 0.923 -3.460 4.568
H36 1.410 -1.764 4.775
H37 -2.122 -2.741 1.508
H38 -1.251 -4.177 2.102
H39 -2.209 -3.185 3.231
H40 1.735 -1.937 0.869
H41 2.250 -3.076 2.128
H42 1.027 -3.563 0.932
H43 -1.036 0.705 6.064
H44 -2.801 0.547 6.182
H45 -1.819 -0.854 5.710
H46 -2.443 3.002 2.707
H47 -3.165 2.974 4.334
H48 -1.402 3.140 4.141
H49 -4.001 0.188 2.160
H50 -3.855 -1.071 3.408
H51 -4.642 0.478 3.797

Forces on atoms 1 to 3 (eV/Å):
N 1.609 -0.666 1.475
C -1.097 -0.168 -0.472
O -2.384 0.418 -1.247

frontier orbital gap (spin up / spin down)	5.49 / 5.48	eV
charge	+2
HOMO energy (spin up / spin down)	-13.458 / -13.458	eV
ΔE to the lowest compared entry with this formula, charge and spin	30.2	kcal per mole